Record 1
Below is a molecular structure, C20H14BrCrF2O10, with properties calculated with ωB97M-V/def2-TZVPD.

Properties
<S²>	6.0047
lowest unoccupied orbital energy (alpha / beta)	0.2218 / 0.2217	hartree
multiplicity	5
charge	-3

Positions of all 48 atoms, in Å:
Cr 40.938 -26.717 -12.731
Br 39.773 -29.218 -13.341
C 41.115 -23.320 -10.255
C 41.933 -24.010 -11.178
C 43.430 -23.592 -11.328
O 44.133 -24.252 -12.082
C 43.926 -22.550 -10.472
C 43.067 -21.830 -9.657
C 41.611 -22.208 -9.544
O 40.846 -21.597 -8.753
O 43.474 -20.750 -9.103
O 41.444 -24.903 -11.932
H 40.072 -23.603 -10.233
H 44.948 -22.237 -10.621
O 41.090 -25.379 -16.582
C 41.143 -25.801 -15.268
O 42.219 -25.889 -14.641
O 40.057 -26.003 -14.671
H 40.125 -25.263 -16.646
O 43.220 -29.104 -10.739
C 43.703 -28.250 -11.706
O 44.931 -28.320 -11.924
O 42.891 -27.503 -12.291
H 44.016 -29.575 -10.467
F 38.894 -25.748 -11.706
C 38.076 -24.706 -11.691
C 37.109 -24.583 -10.712
C 36.062 -23.716 -10.939
C 35.988 -22.897 -12.070
C 37.052 -22.929 -12.954
C 38.119 -23.790 -12.727
H 37.086 -25.229 -9.844
H 35.236 -23.721 -10.235
H 35.125 -22.245 -12.102
H 37.120 -22.222 -13.772
H 38.989 -23.783 -13.374
F 40.921 -27.659 -10.659
C 40.388 -28.038 -9.483
C 40.618 -27.264 -8.351
C 40.092 -27.704 -7.138
C 39.352 -28.866 -7.052
C 39.140 -29.610 -8.205
C 39.666 -29.217 -9.418
H 41.259 -26.394 -8.417
H 40.356 -27.134 -6.254
H 38.898 -29.192 -6.124
H 38.578 -30.539 -8.203
H 39.447 -29.672 -10.381

Cartesian forces (eV/Å) of the 3 atoms listed first:
2.2 -0.6 -0.8
-0.2 0.0 0.2
1.4 -0.8 -1.4


Record 2
Below is a single C5H6O molecule, with properties calculated with ωB97M-V/def2-TZVPD.

Properties
lowest unoccupied orbital energy	0.0293	hartree
charge	0
SMILES	C=C=CCC=O

Positions of all 12 atoms, in Å:
C -0.690 -1.245 0.686
C -0.686 -2.360 1.323
C 1.437 1.501 -0.913
C -0.594 0.061 0.273
C -0.099 1.174 -1.020
O 2.162 1.147 -1.801
H -1.452 -3.040 1.151
H 0.183 -2.482 2.053
H 1.885 1.915 -0.031
H -0.632 2.153 -0.880
H -1.138 0.524 1.069
H -0.376 0.652 -1.910

Cartesian forces (eV/Å) of the 3 atoms listed first:
1.5 4.7 -2.9
2.3 0.3 1.5
-1.5 -2.2 -1.4


Record 3
Below is 3 unconnected molecules or ions with the total composition C4H14O2S, with properties calculated with ωB97M-V/def2-TZVPD.

Properties
lowest unoccupied orbital energy	0.0211	hartree
charge	0
SMILES	CCCCS.O.O

Positions of all 21 atoms, in Å:
C 0.601 2.652 2.074
C -0.018 1.219 1.879
C 1.054 0.090 1.938
C 0.446 -1.158 1.211
S 1.788 -2.370 0.745
H -0.222 3.356 1.928
H 1.379 2.816 1.341
H 0.901 2.730 3.119
H -0.810 1.157 2.614
H -0.229 1.189 0.809
H 1.914 0.431 1.376
H 1.363 -0.227 2.935
H -0.314 -1.503 1.903
H -0.032 -0.824 0.291
H 1.238 -3.310 1.562
H -3.834 -1.723 -1.772
H -3.365 -0.366 -1.322
O -3.941 -0.793 -1.926
H -0.708 1.694 -5.681
H -1.293 3.153 -5.724
O -0.788 2.515 -5.217

Cartesian forces (eV/Å) of the 3 atoms listed first:
-1.3 -1.3 0.4
2.6 1.0 -0.3
-1.3 -0.4 -0.4


Record 4
Below is 9 unconnected molecules or ions with the total composition C14H36BF4N14O6, with properties calculated with ωB97M-V/def2-TZVPD.

Properties
lowest unoccupied orbital energy	0.0808	hartree
charge	-1

Positions of all 75 atoms, in Å:
B 0.325 -0.111 0.225
F -0.171 0.980 0.977
F 0.952 -0.978 1.159
F -0.751 -0.751 -0.412
F 1.260 0.291 -0.728
C 1.151 2.687 3.809
O 1.544 3.525 4.620
N 1.218 2.887 2.461
N 0.438 1.574 4.194
H 1.783 3.649 2.130
H 0.924 2.170 1.810
H 0.350 0.880 3.472
H 0.344 1.406 5.175
C -2.086 3.466 -1.030
O -2.785 4.314 -1.563
N -1.294 3.682 0.061
N -2.126 2.141 -1.362
H -0.918 2.866 0.513
H -1.182 4.577 0.492
H -2.811 1.843 -2.027
H -1.561 1.474 -0.867
C -4.243 0.341 0.517
O -3.606 0.357 1.563
N -3.884 -0.460 -0.528
N -5.326 1.145 0.282
H -3.163 -1.114 -0.281
H -4.269 -0.360 -1.445
H -5.831 1.540 1.052
H -5.830 1.009 -0.575
C -1.969 -2.016 3.599
O -3.103 -2.020 4.037
N -1.578 -1.225 2.558
N -1.029 -2.959 3.958
H -0.645 -1.231 2.180
H -2.207 -0.457 2.276
H -1.194 -3.549 4.753
H -0.049 -2.827 3.768
C -2.779 -3.932 -0.621
O -3.691 -4.594 -1.097
N -1.977 -3.116 -1.378
N -2.498 -3.873 0.722
H -2.137 -3.147 -2.368
H -1.297 -2.458 -1.029
H -2.935 -4.568 1.296
H -2.002 -3.110 1.151
C 4.435 0.040 0.896
O 5.610 0.002 1.256
N 3.664 -1.061 0.746
N 3.861 1.184 0.408
H 2.675 -0.929 0.580
H 4.055 -1.981 0.771
H 2.915 1.143 0.069
H 4.362 2.048 0.352
C 2.720 2.167 -3.507
C 1.641 3.211 -3.328
C 0.926 3.098 -1.989
C 1.724 3.527 -0.843
N 2.355 3.873 0.054
H 3.353 2.281 -4.392
H 2.278 1.173 -3.610
H 3.468 2.157 -2.709
H 0.884 3.087 -4.108
H 2.009 4.223 -3.518
H 0.616 2.059 -1.843
H -0.009 3.663 -1.973
N 1.537 -2.507 -1.648
C 1.480 -3.726 -1.021
C 2.041 -4.655 -1.852
C 2.451 -3.977 -3.028
C 2.098 -2.666 -2.889
H 1.140 -1.671 -1.250
H 1.012 -3.811 -0.054
H 2.145 -5.716 -1.697
H 2.906 -4.407 -3.905
H 2.287 -1.774 -3.464

Cartesian forces (eV/Å) of the 3 atoms listed first:
-0.3 0.1 0.9
-0.1 -0.1 -0.6
-0.5 0.0 -0.5


Record 5
Below is a single CH3FO2 molecule, with properties calculated with ωB97M-V/def2-TZVPD.

Properties
lowest unoccupied orbital energy	0.0230	hartree
charge	0
SMILES	OC(O)F

Positions of all 7 atoms, in Å:
C -0.281 0.199 0.108
O 0.559 -0.839 0.299
O 0.332 1.032 -0.814
F -0.505 0.883 1.213
H -1.217 -0.143 -0.239
H 0.089 -1.629 0.540
H 1.023 0.497 -1.108

Cartesian forces (eV/Å) of the 3 atoms listed first:
0.3 0.4 -1.7
1.3 -0.8 0.4
-1.9 1.1 1.0


Record 6
Below is a single C4H5NO molecule, with properties calculated with ωB97M-V/def2-TZVPD.

Properties
lowest unoccupied orbital energy	0.0047	hartree
charge	0
SMILES	N#C/C=C\CO

Positions of all 11 atoms, in Å:
C -0.605 0.374 -1.021
C 0.649 -0.192 -0.624
C 1.118 -0.609 0.611
C 0.365 -0.231 1.801
H -1.657 0.132 0.689
H -0.263 1.015 -1.729
H -1.108 -0.452 -1.504
H 1.241 -0.142 -1.578
H 2.037 -1.039 0.757
N -0.396 0.332 2.635
O -1.383 0.812 -0.039

Cartesian forces (eV/Å) of the 3 atoms listed first:
-0.5 -3.5 1.5
3.4 -1.4 1.4
-3.1 2.2 -1.9